[1]
This record from OMol25 describes a structure of composition C32H66CaN4O4PSi3. The level of theory is the ωB97M-V functional and the def2-TZVPD basis.

Output
**DFT total energy**: -99769.229 eV
**Kohn-Sham gap**: 7.983 eV
**Charge**: +1
**Energy above the lowest of the compared OMol25 structures with the same formula, charge and spin**: 0.0 kcal per mole
**Maximum force**: 0.70 eV/Å

Last column: Löwdin charge in e.
Positions of all 111 atoms, in Å:
Ca -1.0327 -0.2640 0.2641  1.3639
C -1.3502 -1.8924 -2.9930  -0.0714
O -2.0282 -1.2485 -1.9238  -0.2807
C -3.2493 -1.8764 -1.5498  -0.1610
C -2.9766 -3.0592 -0.6511  -0.1655
O -2.1342 -2.5738 0.3832  -0.2512
C -1.6345 -3.5767 1.2583  -0.1591
C -0.7253 -2.8681 2.2248  -0.1649
O 0.2300 -2.1243 1.4686  -0.2999
C 1.5854 -2.4509 1.7566  -0.0735
H -1.9602 -1.8615 -3.8991  0.1052
H -1.1119 -2.9322 -2.7542  0.0867
H -0.4197 -1.3500 -3.1511  0.0685
H -3.8271 -2.1717 -2.4295  0.1417
H -3.8252 -1.1244 -1.0056  0.1229
H -2.4680 -3.8698 -1.1837  0.1296
H -3.9121 -3.4507 -0.2395  0.1442
H -1.0851 -4.3239 0.6743  0.1378
H -2.4558 -4.0705 1.7876  0.1438
H -0.2356 -3.5786 2.8930  0.1445
H -1.2969 -2.1688 2.8371  0.0932
H 1.8281 -2.2181 2.7948  0.0974
H 2.2098 -1.8579 1.0921  0.0743
H 1.7656 -3.5130 1.5666  0.0936
C -4.2600 1.3479 4.3891  -0.1822
Si -3.1177 0.1835 3.4446  0.3596
C -4.2611 -1.1286 2.7035  -0.1664
C -2.1756 -0.7268 4.8222  -0.1776
C -2.0414 1.0345 2.1935  -0.5587
Si -0.5415 1.8052 2.9437  0.3342
C 0.8760 0.5722 3.1689  -0.1754
C -0.8043 2.6501 4.5976  -0.1663
C 0.2362 3.1145 1.8118  -0.1709
Si -3.0363 2.2805 1.3015  0.3949
C -4.7172 1.6676 0.7093  -0.1642
C -3.3248 3.9430 2.1280  -0.1658
C -2.2469 2.6997 -0.3964  -0.2955
C -2.3313 3.9562 -0.9967  -0.0512
C -1.8909 4.1398 -2.2953  -0.0452
C -1.3739 3.0546 -2.9887  -0.0563
C -1.3014 1.8400 -2.3363  -0.1529
N -1.7115 1.6604 -1.0769  -0.0454
H -4.8708 0.7650 5.0855  0.0381
H -4.9450 1.9086 3.7496  0.0171
H -3.6880 2.0694 4.9785  0.0281
H -4.6954 -1.7282 3.5096  0.0399
H -3.7324 -1.8095 2.0309  0.0010
H -5.0896 -0.6870 2.1468  0.0195
H -2.6870 -0.5294 5.7687  0.0386
H -1.1370 -0.4266 4.9574  0.0043
H -2.1972 -1.8118 4.6877  0.0202
H 0.6080 -0.3073 3.7565  0.0195
H 1.7111 1.0713 3.6707  0.0474
H 1.2606 0.2151 2.2069  -0.0087
H -1.1515 1.9626 5.3723  0.0259
H -1.5425 3.4512 4.5075  0.0281
H 0.1309 3.0972 4.9476  0.0376
H 0.2431 2.8398 0.7515  0.0148
H 1.2743 3.2862 2.1138  0.0339
H -0.2789 4.0755 1.8828  0.0274
H -5.4272 1.5115 1.5228  0.0251
H -4.6341 0.7266 0.1580  0.0139
H -5.1475 2.4104 0.0318  0.0408
H -3.7026 3.8015 3.1421  0.0230
H -4.0694 4.5298 1.5822  0.0380
H -2.4127 4.5402 2.1971  0.0249
H -2.7478 4.7846 -0.4381  0.1036
H -1.9554 5.1122 -2.7674  0.1141
H -1.0320 3.1456 -4.0110  0.1070
H -0.8952 0.9639 -2.8291  0.0902
O 0.8931 -0.4149 -0.9771  -0.4016
P 2.2626 -0.5766 -1.5729  0.5419
N 2.3335 -0.1328 -3.1533  -0.1785
C 2.2127 1.2809 -3.5610  -0.1750
C 2.3447 1.2306 -5.0819  -0.1567
C 3.2452 0.0196 -5.3120  -0.1603
C 2.7205 -0.9837 -4.2924  -0.1817
N 2.6931 -2.1567 -1.5126  -0.1940
C 4.0824 -2.6470 -1.5084  -0.1899
C 3.9485 -4.1054 -1.9442  -0.1558
C 2.5587 -4.4964 -1.4475  -0.1574
C 1.7321 -3.2474 -1.7342  -0.1906
N 3.3626 0.3190 -0.7544  -0.1679
C 3.0214 1.2332 0.3488  -0.1922
C 3.7620 2.5058 -0.0310  -0.1616
C 5.0800 1.9691 -0.5909  -0.1507
C 4.7003 0.6482 -1.2849  -0.1776
H 3.0136 1.8797 -3.1156  0.1053
H 1.2667 1.7105 -3.2340  0.0905
H 2.7441 2.1563 -5.4920  0.1165
H 1.3661 1.0567 -5.5363  0.1148
H 4.2836 0.2728 -5.0839  0.1159
H 3.2071 -0.3626 -6.3305  0.1168
H 3.4613 -1.7266 -4.0004  0.1004
H 1.8519 -1.5177 -4.6944  0.1126
H 4.5126 -2.5622 -0.5064  0.1186
H 4.7183 -2.0779 -2.1902  0.1011
H 4.7455 -4.7299 -1.5453  0.1168
H 3.9846 -4.1733 -3.0341  0.1143
H 2.5853 -4.6872 -0.3720  0.1041
H 2.1576 -5.3818 -1.9377  0.1167
H 0.8724 -3.1356 -1.0697  0.0984
H 1.3666 -3.2575 -2.7684  0.1080
H 3.3807 0.8381 1.3042  0.1221
H 1.9459 1.3618 0.4176  0.0717
H 3.9023 3.1798 0.8127  0.1158
H 3.1971 3.0390 -0.7995  0.1129
H 5.7715 1.7671 0.2281  0.1137
H 5.5738 2.6594 -1.2726  0.1129
H 5.4229 -0.1357 -1.0539  0.1035
H 4.6592 0.7444 -2.3721  0.0982

Atomic forces in eV per Å
Ca 0.2 -0.6 -0.2
C 0.0 0.0 0.0
O 0.0 0.1 0.1
C 0.0 0.1 -0.1
C 0.0 0.0 0.0
O 0.0 0.1 0.0
C 0.0 0.0 -0.1
C 0.0 0.1 0.1
O 0.0 0.0 0.0
C 0.0 0.0 0.0
H 0.0 0.0 0.0
H 0.0 0.0 0.0
H 0.0 0.0 0.0
H 0.0 0.0 0.0
H 0.0 0.0 0.0
H 0.0 0.0 0.0
H 0.0 0.0 0.0
H 0.0 0.0 0.0
H 0.0 0.0 0.0
H 0.0 0.0 0.0
H 0.0 0.0 0.0
H 0.0 0.0 0.0
H 0.0 0.0 0.0
H 0.0 0.0 0.0
C -0.1 0.0 0.0
Si 0.0 0.0 0.0
C 0.0 -0.1 0.0
C 0.0 0.0 0.0
C 0.0 0.0 0.1
Si 0.0 0.0 -0.1
C 0.1 -0.1 0.0
C 0.0 0.0 0.1
C 0.0 0.1 0.0
Si 0.0 0.0 0.0
C -0.1 0.0 0.0
C 0.0 0.1 0.0
C 0.0 0.0 -0.1
C 0.0 0.0 0.0
C 0.0 0.0 0.0
C 0.0 0.0 0.0
C 0.0 0.0 0.1
N 0.0 0.2 0.0
H 0.0 0.0 0.0
H 0.0 0.0 0.0
H 0.0 0.0 0.0
H 0.0 0.0 0.0
H 0.0 0.0 0.0
H 0.0 0.0 0.0
H 0.0 0.0 0.0
H 0.0 0.0 0.0
H 0.0 0.0 0.0
H 0.0 0.0 0.0
H 0.0 0.0 0.0
H -0.1 0.0 0.1
H 0.0 0.0 0.0
H 0.0 0.0 0.0
H 0.0 0.0 0.0
H 0.0 0.0 0.0
H 0.0 0.0 0.0
H 0.0 0.0 0.0
H 0.0 0.0 0.0
H 0.0 0.0 0.0
H 0.0 0.0 0.0
H 0.0 0.0 0.0
H 0.0 0.0 0.0
H 0.0 0.0 0.0
H 0.0 0.0 0.0
H 0.0 0.0 0.0
H 0.0 0.0 0.0
H 0.0 0.0 0.0
O 0.1 0.2 0.1
P -0.3 -0.1 0.1
N 0.2 0.0 -0.1
C 0.0 -0.1 0.0
C 0.0 0.0 0.0
C 0.0 0.0 0.0
C -0.1 0.0 0.0
N 0.1 -0.1 -0.1
C -0.1 0.0 0.0
C 0.0 0.0 0.0
C 0.0 0.0 0.0
C 0.0 0.0 0.0
N 0.0 0.1 0.0
C 0.0 -0.1 -0.1
C 0.0 0.0 0.0
C 0.0 0.0 0.0
C -0.1 0.0 0.0
H 0.0 0.0 0.0
H 0.0 0.0 0.0
H 0.0 0.0 0.0
H 0.0 0.0 0.0
H 0.0 0.0 0.0
H 0.0 0.0 0.0
H 0.0 0.0 0.0
H 0.0 0.0 0.0
H 0.0 0.0 0.0
H 0.0 0.0 0.0
H 0.0 0.0 0.0
H 0.0 0.0 0.0
H 0.0 0.0 0.0
H 0.0 0.0 0.0
H 0.0 0.0 0.0
H 0.0 0.0 0.0
H 0.0 0.0 0.0
H 0.0 0.0 0.0
H 0.0 0.0 0.0
H 0.0 0.0 0.0
H 0.0 0.0 0.0
H 0.0 0.0 0.0
H 0.0 0.0 0.0
H 0.0 0.0 0.0


[2]
This record from OMol25 describes a cluster of 3 separate species, C32H68N6O2PS in total. The level of theory is the ωB97M-V functional and the def2-TZVPD basis.

Output
**DFT total energy**: -67432.079 eV
**Kohn-Sham gap**: 4.819 eV
**Charge**: +1
**Maximum force**: 6.74 eV/Å

Last column: Löwdin charge in e.
Positions of all 110 atoms, in Å:
C -4.5646 -1.9425 -0.0212  -0.1681
C -4.5577 -1.6979 -1.6165  -0.3780
P -4.0777 0.0496 -2.1617  1.0101
C -4.9128 1.2839 -0.9454  -0.4018
C -5.7266 2.3926 -1.7845  -0.1627
C -2.2141 0.3629 -2.0824  -0.3503
N -1.8145 -0.2339 -0.7421  0.0460
C -0.6603 -0.9050 -0.6775  0.1272
C -0.0845 -0.7442 -2.1795  -0.2002
C 0.9262 -1.9149 -2.5832  -0.1532
C 2.4384 -1.3526 -2.7756  -0.1845
C 3.2180 -1.2736 -1.3657  -0.2159
C 4.8129 -1.5404 -1.5284  -0.2182
C 5.5618 -1.6577 -0.1161  -0.2369
C 7.1433 -1.9524 -0.2609  -0.2435
C 7.6850 -2.2212 1.2508  -0.4870
S 9.4475 -1.7168 1.5069  0.9090
C 9.6088 0.1063 1.5593  -0.5402
N 10.4251 0.7010 2.5523  -0.0216
N 10.4591 2.0673 2.4200  0.0039
C 9.6173 2.3307 1.2791  -0.0775
O 9.0811 1.1264 0.7399  -0.0466
C -1.2228 -0.2295 -3.1969  -0.2110
C -1.7378 -1.2681 -4.2886  -0.0905
C -2.6477 -0.6722 -5.4587  -0.3321
O -4.0824 -0.8960 -5.2395  -0.1195
C -2.3494 0.8529 -5.8676  -0.2083
N -3.4365 1.8110 -5.4413  -0.0154
H -3.6666 -2.6205 0.2347  0.0729
H -4.4139 -0.9873 0.6014  0.0520
H -5.4990 -2.5028 0.3496  0.0744
H -5.6333 -1.8909 -1.9855  0.0755
H -3.9138 -2.4957 -2.1148  0.0757
H -5.5755 0.7090 -0.2152  0.0749
H -4.0856 1.7998 -0.3461  0.0749
H -6.0920 3.2184 -1.0952  0.0818
H -6.6306 1.9086 -2.2801  0.0769
H -5.0297 2.7617 -2.6130  0.0650
H -2.1539 1.5137 -2.0742  0.1504
H -2.4869 -0.0841 0.0327  0.1421
H -0.2036 -1.4494 0.2106  0.1722
H 0.6059 0.1748 -2.0511  0.1566
H 0.9889 -2.6211 -1.6712  0.1093
H 0.6107 -2.5677 -3.4555  0.1069
H 2.9785 -2.1631 -3.3835  0.1160
H 2.4716 -0.3447 -3.3028  0.1192
H 3.1411 -0.2341 -0.8774  0.1148
H 2.8581 -2.0592 -0.6101  0.1066
H 5.2877 -0.6583 -2.0909  0.1225
H 5.0074 -2.4878 -2.1551  0.1193
H 5.4555 -0.6812 0.4839  0.1212
H 5.1229 -2.5087 0.5152  0.1174
H 7.2699 -2.9094 -0.8679  0.1121
H 7.7129 -1.0915 -0.7527  0.1072
H 7.6405 -3.3597 1.4140  0.0943
H 6.9389 -1.7530 1.9721  0.0833
H 9.4482 3.3925 0.8857  0.1444
H -0.7342 0.7334 -3.5978  0.1427
H -2.2771 -2.1158 -3.7527  0.1230
H -0.8007 -1.6950 -4.8066  0.1269
H -2.4078 -1.3051 -6.3954  0.1468
H -4.4379 -0.8717 -6.1609  0.1087
H -1.3143 1.2355 -5.5881  0.1053
H -2.3840 0.8873 -7.0209  0.1264
H -3.8134 1.5471 -4.5212  0.0012
H -4.2278 1.6808 -6.0974  0.0716
C 9.1965 6.7527 7.4921  -0.0926
C 9.2960 5.5821 6.5211  -0.2728
N 8.3944 4.4778 6.8314  -0.1942
C 8.6815 3.2667 6.0643  -0.2417
C 8.4964 3.3252 4.5488  -0.1006
C 6.9808 4.8161 6.9517  -0.2514
C 6.2989 5.4609 5.7449  -0.0918
H 9.3682 6.4280 8.5212  0.0797
H 9.9527 7.5027 7.2454  0.0732
H 8.2229 7.2476 7.4402  0.0632
H 10.3269 5.2168 6.5678  0.1191
H 9.1425 5.9571 5.5009  0.0957
H 8.0857 2.4386 6.4616  0.1113
H 9.7215 2.9823 6.2651  0.1138
H 7.4426 3.2946 4.2685  0.0541
H 8.9703 2.4544 4.0880  0.0323
H 8.9513 4.2128 4.1044  0.0683
H 6.8609 5.4888 7.8078  0.1009
H 6.4176 3.9205 7.2373  0.1134
H 6.9106 6.2379 5.2815  0.0677
H 5.3623 5.9305 6.0601  0.0703
H 6.0413 4.7220 4.9852  0.0497
C -12.0430 -4.1268 0.3941  -0.0880
C -10.9668 -3.1265 -0.0101  -0.2704
N -9.6765 -3.7369 -0.3163  -0.1914
C -8.5955 -2.7642 -0.4416  -0.2601
C -8.6729 -1.7571 -1.5854  -0.0910
C -9.6857 -4.7891 -1.3277  -0.2476
C -10.2129 -4.4342 -2.7178  -0.0852
H -11.7212 -4.7308 1.2458  0.0809
H -12.9523 -3.5939 0.6842  0.0758
H -12.3105 -4.7964 -0.4275  0.0663
H -10.8385 -2.4392 0.8327  0.1178
H -11.3412 -2.5266 -0.8493  0.0983
H -7.6382 -3.2935 -0.5035  0.0945
H -8.5424 -2.2007 0.4986  0.1105
H -8.4183 -2.2130 -2.5424  0.0560
H -7.9472 -0.9541 -1.4146  0.0531
H -9.6558 -1.2906 -1.6718  0.0723
H -10.2773 -5.6272 -0.9449  0.1034
H -8.6755 -5.2022 -1.4293  0.1136
H -11.1257 -3.8359 -2.6814  0.0703
H -10.4479 -5.3508 -3.2661  0.0752
H -9.4683 -3.8968 -3.3064  0.0527

Atomic forces in eV per Å
C 0.9 -0.7 0.3
C -0.5 -0.7 1.2
P -1.5 0.3 -1.5
C 0.4 0.2 0.4
C 0.3 -0.9 0.0
C -1.1 -0.1 0.7
N 2.7 -0.7 0.8
C -2.3 1.8 -3.1
C 2.1 -0.3 0.9
C 0.8 0.0 1.0
C -0.1 -1.3 0.7
C 1.2 0.2 0.0
C 0.0 0.3 0.1
C 0.5 0.1 -0.3
C -0.7 -0.2 0.8
C -1.2 0.0 -1.2
S -0.3 1.2 -0.2
C 1.7 3.1 2.8
N -2.3 -1.6 -2.6
N -3.7 -0.8 -5.6
C 2.5 -1.6 3.3
O 1.6 0.9 1.8
C 0.6 0.9 1.7
C 0.2 0.4 0.2
C 0.4 -0.7 -1.0
O 1.3 0.3 -1.1
C -0.9 0.2 -1.1
N 0.4 -0.9 -0.4
H -1.4 1.0 -0.3
H -0.5 -1.3 -1.0
H 1.4 1.0 -0.6
H 1.7 0.6 0.3
H -0.8 1.2 0.5
H 0.8 0.8 -1.0
H -1.2 -0.6 -0.6
H 0.6 -0.9 -1.0
H 1.2 0.6 0.6
H -1.1 -0.1 1.2
H 0.1 -1.7 0.4
H 0.8 -0.3 -0.4
H -0.9 0.8 -1.2
H -1.0 -1.2 0.0
H -0.1 0.9 -1.5
H 0.2 1.1 1.0
H -0.7 1.4 0.6
H -0.1 -1.4 0.5
H -0.2 -1.5 -0.7
H 0.2 1.1 -1.2
H -0.7 -1.3 0.7
H -0.4 1.4 1.0
H 0.0 -1.4 -0.9
H 0.4 1.2 -0.9
H 0.0 1.4 0.7
H -0.9 -1.2 0.7
H 0.5 1.8 0.0
H 1.3 -0.4 -0.7
H -0.1 -2.2 0.3
H -1.0 -1.8 -0.1
H 0.6 1.0 -0.8
H -1.5 0.6 0.9
H 0.0 0.9 1.5
H 0.1 -0.1 1.2
H -1.4 -0.6 -0.1
H 0.3 -0.1 1.8
H 0.2 0.0 -0.5
H 0.7 0.2 0.7
C -0.1 0.0 0.0
C -0.1 0.1 0.1
N 0.0 -0.3 0.1
C 0.2 0.0 0.1
C -0.1 -0.3 -0.1
C 0.1 0.2 0.3
C -0.3 0.0 -0.1
H -0.1 0.0 -0.1
H -0.1 -0.1 0.0
H 0.1 0.0 0.0
H -0.1 -0.2 -0.1
H 0.1 0.1 -0.1
H -0.1 0.2 0.1
H -0.1 0.2 0.0
H 0.0 0.1 0.0
H -0.1 0.2 0.2
H 0.0 0.0 0.0
H 0.1 0.0 -0.1
H 0.2 -0.1 -0.1
H 0.0 -0.1 0.0
H 0.1 0.0 0.0
H 0.1 0.1 -0.1
C 0.0 -0.1 -0.1
C -0.1 -0.1 0.0
N 0.4 0.1 0.1
C -0.2 0.0 0.3
C 0.2 0.2 -0.2
C -0.2 -0.3 0.1
C 0.0 -0.1 -0.3
H 0.0 0.0 -0.1
H 0.1 0.0 0.0
H 0.0 0.0 0.1
H 0.2 0.0 -0.1
H -0.1 0.1 0.0
H -0.1 -0.2 -0.1
H -0.2 -0.1 0.0
H -0.1 0.0 0.0
H 0.0 0.0 0.0
H 0.0 -0.1 0.0
H 0.0 0.2 0.1
H 0.0 0.2 0.1
H 0.0 0.0 0.0
H 0.0 0.1 0.0
H -0.1 0.1 0.0